Record 1
{
  "formula": "C2H3N3O",
  "method": "wB97M-V/def2-TZVPD",
  "multiplicity": 1,
  "orbital_gap_ev": 10.417,
  "smiles": "Oc1ncn[nH]1",
  "species": ["O", "C", "N", "C", "N", "N", "H", "H", "H"],
  "xyz": [[-1.906859, -0.349844, 0.177386], [-0.636551, 0.002041, 0.002034], [0.202576, -0.918552, -0.421701], [1.410275, -0.344331, -0.323769], [1.496072, 0.920932, 0.045193], [-0.139799, 1.182496, 0.301138], [-1.856524, -1.293741, -0.064819], [2.266177, -1.032246, -0.467865], [-0.835369, 1.833241, 0.752400]],
  "atomic_forces_ev_per_a": [[-0.138, 0.010, -0.171], [0.273, -0.540, -0.059], [-0.059, -0.376, 0.138], [-0.226, 0.480, 0.318], [-2.464, 0.247, 0.762], [1.103, -1.138, -0.443], [-0.538, 0.220, 0.120], [-0.123, 1.254, -0.114], [2.171, -0.156, -0.551]]
}



Record 2
{
  "formula": "C2H3N3O",
  "method": "wB97M-V/def2-TZVPD",
  "multiplicity": 1,
  "orbital_gap_ev": 10.847,
  "smiles": "N#CNC(N)=O",
  "species": ["N", "C", "N", "C", "N", "O", "H", "H", "H"],
  "xyz": [[3.203329, 0.459456, -0.081906], [2.047452, 0.378556, -0.111870], [0.438809, 0.488636, -0.128395], [-0.171463, -0.637882, 0.150855], [-1.643213, 0.086585, 0.092721], [-0.000550, -1.810545, 0.100923], [0.256515, 1.320905, 0.409648], [-2.250557, -0.663909, 0.418022], [-1.880322, 0.378196, -0.849999]],
  "atomic_forces_ev_per_a": [[-1.472, -0.229, -0.097], [-2.874, 0.600, -0.082], [9.398, 1.284, -0.061], [-6.618, 0.232, -1.840], [1.376, -2.457, 1.664], [0.937, 0.652, 0.742], [-0.649, -0.065, 0.013], [-0.338, 0.375, -0.350], [0.239, -0.391, 0.010]]
}



Record 3
{
  "formula": "C2H3N3O",
  "method": "wB97M-V/def2-TZVPD",
  "multiplicity": 1,
  "orbital_gap_ev": 9.679,
  "smiles": "Nc1nnco1",
  "species": ["N", "C", "N", "N", "C", "O", "H", "H", "H"],
  "xyz": [[-1.013354, 1.318725, -0.450679], [-0.048823, 0.429570, -0.077058], [1.173059, 0.591863, 0.359717], [1.654926, -0.669326, 0.667257], [0.697417, -1.487877, 0.366126], [-0.407653, -0.895128, -0.129110], [-1.849005, 0.922180, -0.969070], [-0.947910, 2.341632, -0.265995], [0.741341, -2.551639, 0.498813]],
  "atomic_forces_ev_per_a": [[-1.287, 0.152, -0.735], [0.561, -0.135, 0.193], [-1.189, 0.767, -0.389], [-1.176, -0.768, -0.345], [1.512, 0.103, 0.486], [-0.012, 0.727, 0.137], [1.740, 1.025, 1.147], [0.107, -1.734, -0.315], [-0.258, -0.136, -0.180]]
}



Record 4
{
  "formula": "C2H3N3O",
  "method": "wB97M-V/def2-TZVPD",
  "multiplicity": 1,
  "orbital_gap_ev": [8.677, 8.677],
  "species": ["C", "C", "N", "O", "N", "N", "H", "H", "H"],
  "xyz": [[-1.097043, 0.008456, -0.027761], [0.404500, 0.012179, 0.043631], [1.299098, -0.929014, 0.608793], [0.956947, -2.086010, 0.481321], [1.806891, 1.861018, -0.708484], [1.105045, 1.053847, -0.332285], [-1.466509, 0.945856, -0.457218], [-1.523529, -0.820365, -0.602057], [-1.485403, -0.045963, 0.994056]],
  "atomic_forces_ev_per_a": [[-0.067, -0.047, 0.063], [-0.019, -0.053, 0.223], [0.074, -0.251, -0.974], [-0.438, 0.151, 0.646], [-1.152, -1.002, 0.628], [1.158, 1.393, -0.554], [0.193, -0.179, 0.013], [0.306, 0.085, 0.076], [-0.055, -0.097, -0.121]]
}



Record 5
{
  "formula": "C2H3N3O",
  "method": "wB97M-V/def2-TZVPD",
  "multiplicity": 1,
  "orbital_gap_ev": 9.485,
  "species": ["C", "C", "N", "N", "N", "O", "H", "H", "H"],
  "xyz": [[-1.857966, -0.237575, -0.161655], [1.364816, 1.171690, 0.115634], [-0.931191, -0.937992, -0.399979], [0.902280, 1.024778, 1.210295], [-0.024386, -1.754655, -0.597541], [1.682769, 1.498884, -0.948120], [-2.782291, 0.275837, -0.209972], [0.839294, 0.189316, 1.803583], [0.806675, -1.230283, -0.812244]],
  "atomic_forces_ev_per_a": [[2.388, -1.999, -0.179], [-0.494, 0.289, 0.089], [-3.304, 2.306, 0.370], [-0.134, -0.931, 1.507], [0.325, -0.658, 0.205], [0.554, -0.036, -0.786], [-0.117, 0.174, -0.181], [0.156, 0.765, -0.713], [0.626, 0.089, -0.312]]
}



Record 6
{
  "formula": "C2H3N3O2",
  "method": "wB97M-V/def2-TZVPD",
  "multiplicity": 1,
  "orbital_gap_ev": 9.812,
  "smiles": "O/N=c1/nc[nH]o1",
  "species": ["O", "N", "C", "N", "C", "N", "O", "H", "H", "H"],
  "xyz": [[2.390518, 0.411971, 0.071084], [1.527626, -0.654960, -0.000730], [0.331463, -0.330321, -0.154743], [-0.819395, -1.211675, 0.035000], [-1.853735, -0.546910, 0.066385], [-1.681777, 0.973249, 0.046436], [-0.199103, 0.957704, -0.244981], [3.223209, -0.038717, 0.478788], [-2.960358, -0.862608, -0.115060], [-1.845728, 1.461012, 0.992649]],
  "atomic_forces_ev_per_a": [[2.493, -0.736, 1.044], [-0.079, -0.978, -0.052], [-4.014, 1.001, 1.827], [2.597, -1.330, -1.378], [-3.295, 3.313, -0.127], [1.750, -2.340, -0.074], [-0.307, 0.815, 0.589], [-2.127, 1.302, -1.259], [2.233, 0.190, 0.979], [0.748, -1.237, -1.550]]
}



Record 7
{
  "formula": "C2H3N3O2",
  "method": "wB97M-V/def2-TZVPD",
  "multiplicity": 1,
  "orbital_gap_ev": [7.012, 7.014],
  "species": ["C", "C", "O", "N", "N", "N", "O", "H", "H", "H"],
  "xyz": [[0.103410, -0.577755, -0.249233], [1.060321, 0.455167, 0.260297], [-0.657382, -0.398113, -1.272549], [-2.045716, 0.387165, -0.410486], [-0.549264, -1.548053, 0.966497], [0.285791, -2.004779, 0.239559], [-2.168739, 1.492434, -0.656332], [0.673124, 1.467510, 0.100586], [1.300421, 0.350184, 1.315984], [1.998036, 0.376241, -0.294323]],
  "atomic_forces_ev_per_a": [[-0.120, -1.328, 2.282], [0.211, 0.178, -0.064], [-1.282, 0.638, -0.262], [0.167, 1.723, -0.759], [0.371, 1.148, -1.003], [0.359, 0.100, -0.398], [0.414, -2.164, 0.267], [-0.035, -0.201, -0.017], [-0.123, -0.155, 0.003], [0.037, 0.061, -0.050]]
}



Record 8
{
  "formula": "C2H3N3O2",
  "method": "wB97M-V/def2-TZVPD",
  "multiplicity": 1,
  "orbital_gap_ev": 10.660,
  "smiles": "O=C1NN=CON1",
  "species": ["O", "C", "N", "N", "C", "O", "N", "H", "H", "H"],
  "xyz": [[-2.291924, -0.076257, 0.006449], [-1.143319, 0.031406, -0.040251], [-0.326979, 1.145993, 0.390922], [1.029598, 1.110912, -0.157586], [1.504874, -0.031178, -0.225276], [0.839589, -1.054264, 0.610472], [-0.326461, -0.960357, -0.295292], [-0.994638, 2.075502, 0.330184], [2.441304, -0.302300, -0.409964], [-0.732046, -1.939459, -0.209655]],
  "atomic_forces_ev_per_a": [[-5.256, 0.629, -0.501], [4.104, 2.788, 2.901], [-1.808, 1.454, -1.360], [-2.445, 2.534, -0.560], [-2.974, -0.759, 4.862], [-0.364, 1.829, -3.631], [1.493, -7.153, 0.338], [3.160, -2.634, -0.126], [3.839, -0.692, -1.415], [0.251, 2.005, -0.509]]
}



Record 9
{
  "formula": "C2H3N3O2",
  "method": "wB97M-V/def2-TZVPD",
  "multiplicity": 1,
  "orbital_gap_ev": 9.888,
  "smiles": "Nc1noc(=O)[nH]1",
  "species": ["N", "C", "N", "O", "C", "O", "N", "H", "H", "H"],
  "xyz": [[0.632560, 1.639751, -0.541626], [0.073774, 0.510078, -0.001438], [-1.175768, 0.589098, 0.307128], [-1.611764, -0.726997, 0.436943], [-0.575392, -1.581946, 0.279326], [-0.663118, -2.775052, 0.344236], [0.542869, -0.777059, 0.039869], [-0.161025, 2.279762, -0.482416], [1.494966, 1.980268, -0.137195], [1.442898, -1.137901, -0.244827]],
  "atomic_forces_ev_per_a": [[0.121, 0.001, 0.189], [-0.565, -0.049, -0.197], [0.117, 0.059, -0.194], [-0.091, -0.604, 0.399], [0.009, -0.497, 0.123], [0.284, 0.313, -0.066], [-0.198, 0.055, -0.104], [0.746, 0.539, -0.225], [-0.125, 0.043, 0.048], [-0.299, 0.141, 0.028]]
}



Record 10
{
  "formula": "C2H3N3O2",
  "method": "wB97M-V/def2-TZVPD",
  "multiplicity": 1,
  "orbital_gap_ev": [8.484, 8.483],
  "species": ["C", "C", "N", "N", "N", "O", "O", "H", "H", "H"],
  "xyz": [[-0.617964, 1.475184, -0.504731], [0.284378, 0.469638, -0.198091], [-0.521203, 2.404607, -1.440869], [1.168176, 0.959119, -2.322786], [0.095835, -0.794001, -0.147058], [2.064049, 0.839012, -3.145544], [0.467477, 2.113961, -2.330817], [-1.266191, 1.729083, 0.337159], [-0.696990, -1.076247, -0.733142], [0.850897, -1.396828, 0.063928]],
  "atomic_forces_ev_per_a": [[0.125, 1.568, -0.174], [1.480, 1.026, 0.408], [-0.740, -1.951, 1.829], [0.861, -1.973, -0.184], [-1.913, 0.242, -1.358], [-2.538, 1.500, 1.945], [2.034, 1.514, -2.987], [-0.269, -0.007, -0.365], [0.522, -1.124, 0.626], [0.437, -0.795, 0.259]]
}



| no. | strongest force on any atom (eV Å⁻¹) |
| --- | --- |
| 1 | 2.6 |
| 2 | 9.5 |
| 3 | 2.3 |
| 4 | 1.9 |
| 5 | 4.0 |
| 6 | 4.7 |
| 7 | 2.6 |
| 8 | 7.3 |
| 9 | 0.9 |
| 10 | 3.9 |